[1]
178
Properties=species:S:1:pos:R:3 method="wB97M-V/def2-TZVPD" charge=+4
C 5.0716 -1.1191 1.7775
C 4.8551 -2.6604 1.5804
C 3.3453 -2.9409 1.4669
N 3.1057 -4.3139 0.8796
C 3.4421 -4.3932 -0.5399
C 3.8417 -5.3932 1.6218
C 2.8252 -6.4939 1.6050
C 1.5551 -5.8030 2.0636
C 1.6064 -4.5686 1.1411
H 4.8792 -0.4911 0.9088
H 6.0461 -0.8810 2.1984
H 4.4734 -0.7615 2.6252
H 5.2099 -3.1984 2.4697
H 5.4546 -2.9583 0.6962
H 2.8427 -2.2135 0.8501
H 2.8714 -2.9042 2.4556
H 4.4873 -4.2104 -0.6589
H 2.9401 -3.6510 -1.1296
H 3.2398 -5.4470 -0.7617
H 4.7679 -5.7518 1.1263
H 4.0574 -5.1060 2.6388
H 2.7296 -6.8615 0.5799
H 3.0783 -7.3544 2.2381
H 0.6628 -6.3987 1.9197
H 1.6459 -5.5737 3.1474
H 1.2008 -4.7003 0.1656
H 1.1147 -3.6876 1.5565
C -3.2812 -0.0906 -7.0312
C -2.3939 0.7894 -7.8624
C -1.0004 0.6529 -7.4109
N 0.0630 1.4415 -8.1429
C 0.1482 0.9275 -9.5491
C 1.2745 1.4074 -7.2493
C 0.9827 2.4480 -6.1810
C -0.1915 3.3054 -6.7281
C -0.2937 2.9415 -8.2350
H -3.1347 0.0938 -5.9406
H -2.9684 -1.1380 -7.1425
H -4.3128 -0.0121 -7.2816
H -2.7655 1.8283 -7.6308
H -2.6737 0.6509 -8.9300
H -0.6747 -0.4027 -7.3792
H -0.8913 0.9713 -6.4061
H 0.7650 1.5693 -10.1603
H -0.8122 0.8110 -10.0139
H 0.6449 -0.0520 -9.5200
H 2.1019 1.7096 -7.8737
H 1.3433 0.4068 -6.8221
H 1.8430 3.1275 -6.0631
H 0.8145 2.0321 -5.1520
H -0.0321 4.3777 -6.6544
H -1.0864 3.0463 -6.2088
H 0.4388 3.5047 -8.8666
H -1.2371 3.0470 -8.7277
C 2.9428 5.4991 -3.4220
C 4.4009 5.0324 -3.4370
C 4.9098 4.5926 -2.0706
N 6.4069 4.5816 -1.9857
C 6.9469 5.9333 -1.9571
C 7.0283 3.6091 -3.0392
C 8.4263 3.3724 -2.4492
C 8.2250 3.3800 -0.9193
C 6.8010 3.8995 -0.6726
H 2.7010 6.3355 -2.7839
H 2.4102 4.5815 -3.1117
H 2.6352 5.7266 -4.4386
H 5.0569 5.6906 -3.9839
H 4.4672 4.1365 -4.0749
H 4.5007 3.6443 -1.7969
H 4.5766 5.2335 -1.2802
H 6.5106 6.4638 -2.7892
H 7.9977 5.8573 -2.0394
H 6.6431 6.5032 -1.0509
H 6.8400 4.0525 -4.0094
H 6.4287 2.6655 -3.0706
H 9.1015 4.1027 -2.8342
H 8.7693 2.4052 -2.7722
H 9.0148 3.9772 -0.4120
H 8.4173 2.3594 -0.5424
H 6.7990 4.6308 0.1559
H 6.0876 3.1376 -0.4345
C -4.7276 -4.5798 1.0394
C -6.1044 -4.9416 0.6181
C -6.1875 -6.3616 0.0265
N -7.5291 -6.8665 -0.3129
C -8.2573 -5.9762 -1.2513
C -7.4583 -8.2656 -0.9325
C -8.7759 -8.9619 -0.6173
C -9.4270 -8.0785 0.5610
C -8.4176 -7.0550 0.9148
H -4.8544 -3.5977 1.5026
H -4.0540 -4.5141 0.1948
H -4.2439 -5.1020 1.8655
H -6.3576 -4.2565 -0.1993
H -6.9006 -4.7780 1.3399
H -5.6690 -7.1661 0.5805
H -5.6303 -6.3946 -0.9340
H -9.2379 -6.4520 -1.4593
H -7.7153 -5.8590 -2.1938
H -8.3727 -5.0210 -0.6824
H -7.3606 -7.9860 -1.9769
H -6.5808 -8.7572 -0.5508
H -9.4845 -8.9800 -1.4724
H -8.5418 -9.9642 -0.3094
H -10.3795 -7.6049 0.3493
H -9.6180 -8.7256 1.3960
H -8.7892 -6.1228 1.2792
H -7.6533 -7.3576 1.6745
C -4.7518 2.7663 -0.2218
C -4.6488 3.8443 0.9257
C -3.2434 4.2841 1.0913
N -3.0407 5.2050 2.1926
C -3.7382 6.5069 2.0149
C -1.5690 5.5126 2.2933
C -1.3176 5.9159 3.7502
C -2.2546 5.0240 4.5656
C -3.2530 4.5162 3.4949
H -3.9799 2.0298 -0.0038
H -4.5963 3.2362 -1.2321
H -5.7940 2.4136 -0.1145
H -4.9193 3.3758 1.8355
H -5.2882 4.6833 0.6469
H -2.8000 4.7680 0.1930
H -2.5278 3.4472 1.3302
H -3.5602 7.1182 2.8425
H -4.8078 6.3035 1.9533
H -3.4379 6.9094 1.0620
H -1.3462 6.1776 1.4986
H -1.0795 4.5620 2.1851
H -1.6740 6.9406 3.7906
H -0.3126 5.9294 4.1386
H -2.6863 5.5681 5.3619
H -1.7515 4.1782 5.0480
H -4.2561 4.6174 3.8518
H -3.0554 3.4740 3.3098
C 0.6521 -3.7359 6.8499
C 0.3523 -2.3024 6.4521
C 1.2634 -1.3297 7.2677
N 0.9557 0.1565 6.8606
C -0.4688 0.5477 7.0947
C 1.8167 1.1034 7.6577
C 2.3359 2.1237 6.5900
C 1.4977 1.8926 5.3050
C 1.3086 0.4077 5.3098
H 0.2686 -3.8316 7.8679
H 1.7360 -3.9536 6.7377
H 0.0643 -4.3342 6.1261
H -0.7104 -2.0833 6.7577
H 0.5423 -2.0757 5.4249
H 2.3418 -1.4291 7.0546
H 1.2323 -1.4506 8.3478
H -1.1785 0.2359 6.3162
H -0.5667 1.6285 7.1299
H -0.8377 0.0308 8.0217
H 1.1263 1.5179 8.4192
H 2.6563 0.5872 8.1636
H 2.1638 3.1630 6.8770
H 3.4059 2.0145 6.3664
H 0.5721 2.4330 5.3384
H 2.0491 2.2335 4.4186
H 0.5479 -0.1430 4.7877
H 2.1918 -0.1136 5.0957
C 2.5850 -0.3808 -2.3988
F 3.5491 -1.3766 -2.6903
F 1.4983 -0.7844 -3.0891
F 2.2973 -0.5385 -1.1013
S 3.1515 1.3489 -2.9469
O 3.3228 1.1688 -4.4042
O 2.0262 2.0503 -2.4892
O 4.3769 1.4227 -2.1360
C 0.0971 0.2853 1.5941
F 0.1352 1.0864 0.5081
F 0.2555 -0.9600 1.1299
F 1.1975 0.5495 2.3473
S -1.5154 0.5326 2.5243
O -1.3908 1.8871 3.0173
O -2.4752 0.3433 1.4636
O -1.4775 -0.4713 3.5415



[2]
169
Properties=species:S:1:pos:R:3 method="wB97M-V/def2-TZVPD" charge=+1
C -0.1915 -4.6346 1.9710
C 0.9355 -5.0141 0.8478
C 1.6613 -3.5981 0.4758
C 2.8883 -3.2937 1.4653
C 3.7818 -2.0058 1.0177
C 2.7516 -0.8711 0.5151
C 3.2843 0.6645 0.7627
C 1.9262 1.5426 0.8961
N 1.4719 1.7727 2.2488
C 0.2558 2.4978 2.5134
C -0.6189 3.0598 1.3351
C -1.9854 3.8067 1.8025
C -2.6493 2.8050 2.9185
C -4.2574 2.8451 2.9307
C -4.8488 1.3324 2.9318
C -6.2457 1.3944 2.1223
C -6.8386 -0.0479 1.7318
C -6.7185 -0.1584 0.1073
O -7.1350 -1.4451 -0.3960
C -8.5668 -1.4581 -0.6607
C -0.1697 2.8865 -0.1387
C 1.1698 2.0839 -0.3751
C 1.7524 1.7778 -1.8389
C 0.9690 0.5092 -2.4804
H 0.0562 -3.6030 2.4263
H -1.2294 -4.5267 1.4948
H -0.2232 -5.3795 2.8369
H 1.6754 -5.7995 1.2201
H 0.3551 -5.3232 -0.0913
H 2.0605 -3.5756 -0.5948
H 0.8154 -2.8093 0.5397
H 2.5218 -3.1522 2.5559
H 3.6406 -4.1740 1.5117
H 4.4566 -1.6872 1.8806
H 4.4229 -2.3255 0.1112
H 2.3581 -1.0234 -0.5523
H 1.8194 -0.9585 1.2003
H 3.7960 0.6932 1.7906
H 3.9550 1.0173 -0.0883
H 1.9987 1.4030 3.0586
H -0.0383 2.6332 3.6151
H -2.6946 4.0066 0.9333
H -1.6261 4.7910 2.2850
H -2.1709 3.0817 3.9167
H -2.3573 1.7448 2.5556
H -4.5599 3.2817 3.9608
H -4.7260 3.5142 2.1338
H -5.0863 0.9501 3.9922
H -4.1495 0.5653 2.4545
H -6.0198 1.9859 1.1513
H -7.0011 1.9627 2.7710
H -7.9308 -0.1606 2.0509
H -6.2174 -0.8918 2.1917
H -7.2722 0.7292 -0.3712
H -5.5843 -0.0546 -0.1094
H -9.0604 -0.7641 0.1071
H -8.7992 -1.0465 -1.7199
H -8.9898 -2.5188 -0.6324
H -0.7809 3.3053 -1.0010
H 2.8667 1.4671 -1.8165
H 1.7214 2.6982 -2.5357
H 0.7361 -0.2755 -1.6728
H 1.6947 -0.0039 -3.2132
H 0.0225 0.8201 -3.0462
C 7.1711 -0.6557 -0.7669
C 6.5649 -0.9475 -2.1285
O 7.3209 -0.4253 -3.2092
C 8.6534 -0.9079 -3.3415
C 8.7350 -2.4089 -3.5574
H 7.3234 0.4194 -0.6376
H 6.5145 -1.0152 0.0289
H 8.1427 -1.1417 -0.6437
H 5.5797 -0.4748 -2.1828
H 6.3995 -2.0215 -2.2643
H 9.2547 -0.6005 -2.4796
H 9.0801 -0.4040 -4.2137
H 8.3573 -2.9652 -2.6957
H 9.7723 -2.7143 -3.7261
H 8.1381 -2.7063 -4.4248
C 11.6083 1.9595 -0.8144
C 11.0602 0.9912 0.2201
O 11.5342 -0.3385 0.0619
C 12.9404 -0.5266 0.1637
C 13.5109 -0.1160 1.5101
H 11.3973 1.6014 -1.8256
H 11.1566 2.9459 -0.6893
H 12.6918 2.0757 -0.7272
H 9.9727 0.9465 0.1156
H 11.2583 1.3465 1.2366
H 13.4516 -0.0094 -0.6546
H 13.1208 -1.5954 0.0164
H 13.3934 0.9551 1.6923
H 14.5788 -0.3502 1.5593
H 13.0003 -0.6429 2.3216
C -7.3167 -0.7186 6.7208
C -5.8115 -0.5313 6.8016
O -5.4208 0.7846 7.1693
C -5.8676 1.2472 8.4381
C -5.3717 0.4038 9.5999
H -7.7585 0.0111 6.0371
H -7.5566 -1.7231 6.3660
H -7.7947 -0.5864 7.6951
H -5.3827 -0.7167 5.8132
H -5.3586 -1.2643 7.4770
H -6.9591 1.3281 8.4484
H -5.4796 2.2638 8.5508
H -5.7635 -0.6155 9.5591
H -5.6822 0.8454 10.5518
H -4.2798 0.3344 9.5870
C 6.3506 3.0779 0.7770
C 6.2957 2.6868 2.2444
O 7.3944 3.1662 3.0019
C 7.5601 4.5781 3.0556
C 6.3760 5.3045 3.6699
H 7.2906 2.7493 0.3266
H 5.5218 2.6230 0.2303
H 6.2857 4.1610 0.6431
H 6.3223 1.5958 2.3172
H 5.3520 3.0037 2.7032
H 7.7887 4.9704 2.0595
H 8.4441 4.7623 3.6724
H 5.4701 5.1869 3.0693
H 6.5869 6.3749 3.7540
H 6.1591 4.9121 4.6680
C -10.8505 -6.0745 -2.2634
C -11.3607 -5.2148 -1.1196
O -11.7178 -3.8970 -1.5132
C -12.7521 -3.7822 -2.4822
C -14.0748 -4.3755 -2.0289
H -10.0080 -5.5888 -2.7628
H -10.5250 -7.0483 -1.8916
H -11.6234 -6.2469 -3.0173
H -10.5646 -5.1108 -0.3779
H -12.1989 -5.6978 -0.6070
H -12.4300 -4.2183 -3.4332
H -12.8907 -2.7119 -2.6625
H -14.0042 -5.4548 -1.8723
H -14.8512 -4.1947 -2.7788
H -14.3931 -3.9288 -1.0821
C 11.7429 -0.1871 -6.1466
C 10.9590 0.9908 -6.7000
O 11.6277 1.6778 -7.7471
C 11.9274 0.9198 -8.9122
C 10.6970 0.3559 -9.6016
H 12.7340 0.1326 -5.8146
H 11.2150 -0.6316 -5.3000
H 11.8852 -0.9685 -6.8980
H 10.8092 1.7191 -5.8988
H 9.9604 0.6812 -7.0263
H 12.6433 0.1266 -8.6739
H 12.4358 1.6003 -9.6013
H 10.1706 -0.3641 -8.9699
H 10.9787 -0.1532 -10.5286
H 9.9905 1.1555 -9.8434
C -12.8988 2.5840 -2.8866
C -14.4095 2.4667 -2.7762
O -14.9266 1.2559 -3.3087
C -14.4693 0.0528 -2.7060
C -14.8049 -0.0506 -1.2282
H -12.5790 2.4617 -3.9247
H -12.5659 3.5606 -2.5288
H -12.3882 1.8199 -2.2938
H -14.8664 3.2766 -3.3502
H -14.7403 2.5976 -1.7406
H -13.3944 -0.0702 -2.8755
H -14.9634 -0.7668 -3.2361
H -14.3032 0.7234 -0.6419
H -14.4963 -1.0242 -0.8339
H -15.8809 0.0655 -1.0687



| no. | E_tot (eV) | orbital gap (eV) |
| --- | --- | --- |
| 1 | -112770.225 | 9.7 |
| 2 | -71487.528 | 6.5 |